Record 1
{"formula": "C4H6O2", "method": "ωB97M-V/def2-TZVPD", "fmax_ev_per_a": 0.6, "orbital_gap_ev": 9.43, "energy_ha": -306.3694, "lumo_energy_ha": 0.029, "homo_ev": -8.63, "de_lowest_kj_mol": 359.3, "species": ["O", "C", "C", "C", "C", "O", "H", "H", "H", "H", "H", "H"], "xyz": [[-1.41, 0.07, 1.43], [-0.63, 0.98, 1.59], [0.53, 1.22, 0.65], [0.86, -0.17, 0.12], [-0.07, -1.59, -1.47], [0.16, -0.26, -0.98], [-0.74, 1.68, 2.45], [1.35, 1.70, 1.19], [0.17, 1.90, -0.14], [0.33, -2.31, -0.77], [0.37, -1.71, -2.46], [-1.16, -1.69, -1.52]]}


Record 2
{"formula": "C3H8N2O2", "method": "ωB97M-V/def2-TZVPD", "fmax_ev_per_a": 4.9, "orbital_gap_ev": 9.68, "energy_ha": -379.0369, "lumo_energy_ha": 0.023, "homo_ev": -9.06, "smiles": "NC(=O)[C@@H](N)CO", "de_lowest_kj_mol": 273.2, "species": ["N", "C", "O", "C", "N", "C", "O", "H", "H", "H", "H", "H", "H", "H", "H"], "xyz": [[-1.80, -1.54, 0.55], [-0.54, -1.25, 0.09], [-0.08, -1.85, -0.85], [0.20, 0.27, 0.23], [1.29, 0.44, 1.20], [0.53, 0.74, -1.15], [0.57, 2.22, -1.22], [-1.91, -2.55, 0.94], [-2.57, -1.06, 0.17], [-0.58, 0.89, 0.61], [1.04, 0.52, 2.17], [2.12, -0.10, 0.88], [-0.28, 0.43, -1.87], [1.46, 0.43, -1.51], [0.56, 2.40, -0.24]]}


Record 3
{"formula": "C3H6BFIN2O4", "method": "ωB97M-V/def2-TZVPD", "fmax_ev_per_a": 2.1, "orbital_gap_ev": 8.99, "energy_ha": -950.6015, "lumo_energy_ha": -0.228, "total_charge": 1, "homo_ev": -15.21, "smiles": "O=C(F)NC(=O)[N@@H+](I)CB(O)O", "species": ["O", "C", "F", "N", "C", "O", "N", "I", "C", "B", "O", "O", "H", "H", "H", "H", "H", "H"], "xyz": [[-2.95, 0.84, -2.09], [-2.11, 0.41, -1.39], [-2.42, -0.54, -0.49], [-0.75, 0.84, -1.47], [-0.25, 1.51, -0.31], [0.08, 2.64, -0.36], [-0.15, 0.84, 1.03], [-1.86, 1.17, 2.22], [0.19, -0.62, 0.99], [1.55, -0.95, 0.23], [1.79, -2.24, -0.15], [2.45, 0.01, -0.11], [-0.13, 0.09, -1.78], [0.61, 1.31, 1.51], [-0.60, -1.23, 0.57], [0.29, -0.94, 2.02], [1.37, -2.84, 0.48], [2.91, -0.29, -0.90]]}


Record 4
{"formula": "C3H4N2O", "method": "ωB97M-V/def2-TZVPD", "fmax_ev_per_a": 8.5, "orbital_gap_ev": 10.79, "energy_ha": -301.3802, "lumo_energy_ha": 0.010, "homo_ev": -10.53, "smiles": "N#CCC(N)=O", "de_lowest_kj_mol": 281.0, "species": ["N", "C", "C", "C", "N", "O", "H", "H", "H", "H"], "xyz": [[-2.79, 0.28, -0.14], [-1.68, -0.17, 0.13], [-0.29, -0.71, 0.12], [0.96, -0.01, -0.11], [1.19, 1.36, 0.15], [1.92, -0.92, -0.09], [-0.27, -1.49, 0.95], [-0.36, -1.00, -0.84], [0.41, 1.85, 0.00], [2.12, 1.83, -0.30]]}


Record 5
{"formula": "C12H22AlBBeClF4Mg2N2O13PS", "method": "ωB97M-V/def2-TZVPD", "fmax_ev_per_a": 3.5, "orbital_gap_ev": 1.66, "energy_ha": -3838.8526, "lumo_energy_ha": -0.400, "total_charge": 2, "homo_ev": -12.54, "de_lowest_kj_mol": 32.3, "species": ["B", "P", "N", "H", "H", "H", "H", "H", "Cl", "Mg", "C", "O", "O", "O", "O", "H", "H", "Mg", "C", "O", "N", "C", "C", "H", "H", "H", "H", "H", "H", "H", "F", "Al", "F", "F", "F", "C", "C", "C", "O", "C", "C", "C", "O", "O", "O", "H", "H", "H", "H", "Be", "C", "C", "O", "S", "O", "O", "O", "H", "H", "H", "H"], "xyz": [[0.33, 1.26, -1.07], [-1.56, 1.64, -0.84], [-2.30, 0.30, -0.53], [0.97, 1.09, -0.09], [0.95, 1.25, -2.09], [-2.15, 2.23, -1.99], [-1.65, 2.60, 0.27], [-3.04, 0.15, -1.21], [-0.37, -0.83, -2.63], [-2.38, 3.41, 1.71], [3.14, 3.74, -0.84], [4.11, 4.47, -0.98], [3.15, 2.49, -1.06], [2.00, 4.13, -0.47], [0.37, -4.16, -2.40], [-0.46, -4.51, -2.76], [0.25, -3.20, -2.42], [1.63, 0.14, -3.24], [5.92, 4.82, 1.94], [6.06, 3.61, 1.95], [6.88, 5.70, 1.57], [6.65, 7.13, 1.58], [8.18, 5.19, 1.16], [4.98, 5.30, 2.24], [6.79, 7.52, 0.58], [7.36, 7.60, 2.26], [5.64, 7.35, 1.92], [8.05, 4.53, 0.30], [8.62, 4.62, 1.97], [8.83, 6.02, 0.90], [1.27, 6.55, 3.79], [0.16, 6.11, 5.01], [0.87, 5.37, 6.32], [-0.78, 4.92, 4.10], [-0.86, 7.37, 5.41], [-2.52, -7.22, -3.20], [-3.52, -8.11, -3.19], [-4.84, -7.82, -3.84], [-5.70, -8.68, -3.82], [-5.03, -6.51, -4.46], [-4.03, -5.62, -4.46], [-2.71, -5.93, -3.83], [-1.83, -5.07, -3.88], [-4.16, -4.42, -5.01], [-3.39, -9.30, -2.62], [-1.56, -7.41, -2.74], [-5.99, -6.31, -4.91], [-3.30, -3.98, -4.87], [-4.25, -9.75, -2.76], [-0.47, 5.40, 2.50], [-3.25, -2.92, 3.73], [-2.33, -1.76, 3.42], [-2.28, -1.72, 1.98], [-3.70, -2.20, 1.39], [-4.48, -1.06, 1.08], [-3.46, -3.23, 0.44], [-4.27, -2.85, 2.73], [-2.73, -3.88, 3.63], [-3.69, -2.85, 4.72], [-1.34, -1.90, 3.83], [-2.75, -0.82, 3.77]]}


Record 6
{"formula": "C35H49Br9F32O12P2", "method": "ωB97M-V/def2-TZVPD", "fmax_ev_per_a": 6.4, "orbital_gap_ev": 9.72, "energy_ha": -29310.3473, "lumo_energy_ha": -0.023, "homo_ev": -10.34, "species": ["C", "C", "O", "P", "O", "O", "C", "C", "O", "C", "C", "H", "H", "H", "H", "H", "H", "H", "H", "H", "H", "H", "H", "H", "H", "H", "C", "C", "O", "P", "O", "O", "C", "C", "O", "C", "C", "H", "H", "H", "H", "H", "H", "H", "H", "H", "H", "H", "H", "H", "H", "H", "C", "C", "C", "F", "F", "F", "F", "O", "C", "C", "F", "F", "F", "F", "H", "H", "H", "H", "C", "C", "C", "F", "F", "F", "F", "O", "C", "C", "F", "F", "F", "F", "H", "H", "H", "H", "C", "C", "C", "F", "F", "F", "F", "O", "C", "C", "F", "F", "F", "F", "H", "H", "H", "H", "C", "C", "C", "F", "F", "F", "F", "O", "C", "C", "F", "F", "F", "F", "H", "H", "H", "H", "C", "Br", "Br", "Br", "H", "C", "Br", "Br", "Br", "H", "C", "Br", "Br", "Br", "H"], "xyz": [[-23.61, 5.96, -9.63], [-24.05, 7.29, -10.39], [-25.45, 7.66, -10.29], [-26.49, 7.28, -11.49], [-27.89, 7.80, -11.36], [-26.32, 5.67, -11.48], [-27.17, 4.96, -10.57], [-28.47, 4.47, -11.26], [-25.79, 7.80, -12.86], [-26.40, 8.69, -13.75], [-26.49, 10.11, -13.13], [-23.58, 6.20, -8.57], [-24.35, 5.16, -9.69], [-22.58, 5.69, -9.82], [-23.48, 8.19, -10.17], [-23.76, 7.17, -11.43], [-26.57, 4.18, -10.11], [-27.54, 5.65, -9.81], [-29.05, 4.01, -10.46], [-29.13, 5.17, -11.77], [-28.23, 3.71, -12.01], [-25.84, 8.82, -14.68], [-27.33, 8.53, -14.29], [-25.59, 10.64, -12.80], [-26.88, 10.83, -13.84], [-27.26, 10.11, -12.37], [-26.52, 15.40, -23.94], [-26.60, 16.61, -23.04], [-25.37, 17.24, -23.10], [-25.10, 18.62, -23.85], [-23.71, 19.16, -23.57], [-25.51, 18.25, -25.37], [-25.46, 19.37, -26.26], [-25.20, 18.76, -27.66], [-26.30, 19.58, -23.27], [-26.20, 20.11, -21.98], [-26.17, 21.65, -21.87], [-26.08, 15.50, -24.94], [-26.06, 14.52, -23.49], [-27.51, 14.99, -24.10], [-27.39, 17.31, -23.30], [-26.79, 16.16, -22.07], [-26.38, 19.94, -26.14], [-24.59, 20.00, -26.07], [-25.56, 19.58, -28.28], [-24.14, 18.70, -27.90], [-25.64, 17.87, -28.11], [-27.15, 19.75, -21.58], [-25.38, 19.70, -21.40], [-25.58, 22.23, -22.58], [-27.15, 22.13, -21.94], [-25.77, 21.87, -20.87], [-24.84, 22.75, -9.69], [-25.56, 23.46, -8.55], [-26.77, 22.50, -7.99], [-26.23, 21.46, -7.34], [-27.65, 23.20, -7.19], [-24.64, 23.59, -7.65], [-26.02, 24.63, -8.92], [-25.71, 21.78, -10.35], [-25.21, 21.25, -11.58], [-26.12, 20.04, -12.02], [-27.36, 20.48, -12.22], [-25.65, 19.56, -13.13], [-25.25, 22.22, -12.53], [-23.99, 20.80, -11.50], [-24.09, 22.18, -9.14], [-24.35, 23.37, -10.44], [-27.38, 21.99, -8.73], [-26.18, 19.23, -11.30], [-29.98, 26.22, -33.36], [-28.40, 25.96, -33.34], [-27.60, 27.08, -34.04], [-26.28, 26.91, -34.08], [-28.09, 27.42, -35.24], [-28.09, 25.82, -32.07], [-28.12, 24.72, -33.89], [-30.50, 27.47, -32.92], [-30.29, 27.75, -31.48], [-31.03, 26.74, -30.47], [-30.83, 25.43, -30.64], [-30.88, 27.01, -29.17], [-29.03, 27.75, -31.14], [-30.60, 29.02, -31.28], [-30.57, 25.41, -32.92], [-30.20, 26.04, -34.41], [-27.69, 28.08, -33.62], [-32.09, 26.85, -30.69], [-31.81, 31.77, -21.76], [-30.25, 31.91, -21.54], [-29.52, 31.02, -22.53], [-29.73, 31.22, -23.86], [-28.19, 30.86, -22.25], [-29.96, 33.19, -21.60], [-30.01, 31.42, -20.38], [-32.38, 30.48, -21.51], [-33.60, 30.34, -20.83], [-34.85, 31.06, -21.55], [-34.86, 31.21, -22.86], [-36.05, 30.86, -21.10], [-33.89, 29.08, -20.62], [-33.33, 30.78, -19.64], [-32.03, 32.05, -22.79], [-32.15, 32.57, -21.10], [-29.83, 29.97, -22.50], [-34.67, 32.08, -21.18], [-19.88, 13.98, -19.66], [-19.27, 14.04, -18.28], [-18.62, 12.68, -17.94], [-18.34, 12.61, -16.62], [-19.40, 11.69, -18.28], [-18.38, 15.05, -18.20], [-20.13, 14.24, -17.33], [-18.81, 13.65, -20.54], [-19.07, 12.94, -21.66], [-17.82, 12.50, -22.30], [-16.82, 12.07, -21.44], [-17.88, 11.66, -23.30], [-19.72, 11.78, -21.50], [-19.67, 13.74, -22.41], [-20.13, 14.92, -20.14], [-20.74, 13.31, -19.56], [-17.73, 12.67, -18.57], [-17.31, 13.33, -22.78], [-17.64, 22.80, -16.27], [-17.99, 22.74, -14.28], [-16.30, 24.14, -16.94], [-19.39, 23.11, -17.11], [-17.28, 21.82, -16.61], [-31.51, 25.59, -14.68], [-30.00, 26.66, -15.38], [-32.27, 24.20, -15.87], [-32.87, 26.97, -14.01], [-31.06, 25.01, -13.88], [-35.84, 22.93, -23.47], [-36.52, 24.58, -24.38], [-36.96, 22.45, -21.92], [-33.93, 23.09, -22.79], [-35.76, 22.09, -24.17]]}


Record 7
{"formula": "C38H32BBrN8O2Pt", "method": "ωB97M-V/def2-TZVPD", "fmax_ev_per_a": 1.1, "spin_multiplicity": 5, "orbital_gap_ev": [4.40, 5.20], "energy_ha": -4773.3830, "lumo_energy_ha": [-0.214, -0.291], "total_charge": 2, "homo_ev": [-10.23, -13.13], "de_lowest_kj_mol": 21.9, "species": ["Pt", "C", "C", "N", "C", "C", "N", "C", "C", "C", "C", "C", "N", "C", "C", "N", "C", "C", "N", "C", "C", "C", "N", "C", "C", "H", "H", "H", "H", "H", "H", "H", "H", "H", "H", "H", "H", "O", "B", "O", "C", "C", "C", "C", "C", "C", "H", "H", "H", "H", "C", "N", "C", "C", "C", "C", "C", "C", "C", "C", "H", "H", "H", "H", "H", "H", "H", "H", "H", "H", "H", "H", "Br", "C", "C", "C", "C", "N", "C", "H", "H", "H", "H"], "xyz": [[-0.03, 0.10, 0.02], [-0.19, 0.61, -4.25], [-0.60, 0.50, -2.97], [0.29, 0.17, -1.97], [1.66, 0.16, -2.31], [1.99, 0.23, -3.68], [1.12, 0.42, -4.65], [2.59, 0.14, -1.22], [3.99, 0.13, -1.22], [4.69, 0.14, 0.05], [3.95, 0.14, 1.24], [2.58, 0.15, 1.19], [1.96, 0.17, -0.03], [1.66, 0.12, 2.32], [2.03, 0.12, 3.68], [1.17, 0.10, 4.68], [-0.13, 0.09, 4.35], [-0.54, 0.08, 3.04], [0.34, 0.08, 2.03], [6.12, 0.16, 0.11], [6.83, 0.13, 1.36], [8.19, 0.14, 1.39], [8.76, 0.18, 0.18], [8.25, 0.21, -1.05], [6.89, 0.20, -1.10], [-0.91, 0.86, -5.03], [-1.63, 0.65, -2.67], [3.04, 0.13, -3.97], [4.51, 0.13, -2.17], [4.43, 0.14, 2.21], [3.09, 0.15, 3.94], [-0.85, 0.09, 5.16], [-1.59, 0.08, 2.76], [6.34, 0.10, 2.32], [8.79, 0.12, 2.30], [8.90, 0.25, -1.93], [6.45, 0.24, -2.08], [-0.63, 2.89, -1.02], [0.09, 2.12, -0.15], [0.91, 2.84, 0.68], [0.67, 4.17, 0.32], [1.20, 5.31, 0.87], [0.75, 6.52, 0.33], [-0.19, 6.55, -0.70], [-0.72, 5.37, -1.23], [-0.25, 4.21, -0.70], [1.93, 5.27, 1.67], [1.14, 7.45, 0.72], [-0.52, 7.51, -1.08], [-1.45, 5.39, -2.03], [-2.09, -2.72, -2.71], [-2.85, -3.08, -1.54], [-4.14, -3.70, -1.74], [-2.48, -2.54, -0.24], [-2.97, -1.08, -0.03], [-4.37, -0.96, 0.11], [-4.96, 0.25, 0.39], [-4.15, 1.36, 0.56], [-2.77, 1.24, 0.44], [-2.11, 0.04, 0.12], [-1.86, -3.62, -3.28], [-1.17, -2.22, -2.42], [-2.70, -2.07, -3.34], [-4.08, -4.43, -2.55], [-4.85, -2.93, -2.03], [-4.48, -4.18, -0.82], [-1.39, -2.57, -0.16], [-2.92, -3.18, 0.52], [-4.99, -1.85, 0.05], [-6.04, 0.32, 0.50], [-4.59, 2.33, 0.79], [-2.19, 2.14, 0.62], [1.21, -5.15, -2.63], [0.93, -4.46, -0.91], [0.54, -5.28, 0.14], [0.31, -4.70, 1.38], [0.45, -3.32, 1.50], [0.83, -2.54, 0.49], [1.09, -3.11, -0.70], [0.42, -6.35, -0.01], [0.02, -5.30, 2.23], [0.27, -2.83, 2.46], [1.42, -2.46, -1.50]]}


Record 8
{"formula": "C3H4F2", "method": "ωB97M-V/def2-TZVPD", "fmax_ev_per_a": 2.3, "orbital_gap_ev": 11.80, "energy_ha": -316.4002, "lumo_energy_ha": 0.038, "homo_ev": -10.76, "smiles": "C=CC(F)F", "de_lowest_kj_mol": 41.1, "species": ["C", "C", "C", "F", "F", "H", "H", "H", "H"], "xyz": [[-0.59, 1.93, -0.04], [0.14, 0.93, -0.55], [0.51, -0.44, 0.06], [-0.16, -0.71, 1.23], [0.08, -1.48, -0.75], [-1.02, 2.09, 1.02], [-0.70, 2.76, -0.71], [0.47, 0.92, -1.56], [1.62, -0.63, 0.09]]}